Entry 1:
# C34H39BF9IO32S

A cluster of 10 separate species, C34H39BF9IO32S in total (ωB97M-V with the def2-TZVPD basis set, the OMol25 dataset).

Each line ends with the Löwdin charge.
CARTESIAN COORDINATES (ANGSTROEM)
C1 -2.37667 -2.48580 0.49253  -0.03
O1 -1.22430 -1.64742 0.32703  0.07
B1 -1.38942 -0.51924 -0.40851  -0.62
O2 -2.64541 -0.13459 -0.83254  0.16
C2 -0.16613 0.50839 -0.65251  -0.26
C3 1.19426 0.00691 -1.17114  -0.12
C4 1.83406 -1.22808 -0.52956  -0.29
C5 3.09536 -1.59542 -1.33281  -0.64
I1 2.66737 -2.84188 -3.01426  0.79
O3 -0.63295 1.45761 -1.69489  0.07
C6 -0.04605 2.63796 -1.46521  -0.58
O4 -0.08691 3.58744 -2.19853  0.14
O5 0.59174 2.63485 -0.26812  0.02
C7 0.00658 1.53809 0.46780  -0.50
S1 -1.58862 2.13021 1.12346  0.90
H1 -3.24419 -1.91251 0.83055  0.10
H2 -2.61367 -3.03756 -0.42368  0.11
H3 -2.12860 -3.22590 1.26181  0.07
H4 -2.74129 -0.02577 -1.78678  0.13
H5 1.11576 -0.14221 -2.25495  0.12
H6 1.90608 0.83072 -1.01943  0.13
H7 1.15370 -2.08055 -0.50192  0.08
H8 2.17223 -1.00733 0.49352  0.13
H9 3.79422 -2.18677 -0.74184  0.03
H10 3.57771 -0.69725 -1.72327  0.04
H11 0.66789 1.25430 1.28629  0.14
H12 -1.08154 3.26204 1.62862  -0.09
O6 2.58966 -4.20561 0.03404  0.11
C8 1.76610 -4.89657 0.53973  -0.55
O7 0.59641 -5.22464 -0.03100  0.08
C9 -0.05236 -6.19534 0.79660  -0.03
C10 0.58795 -5.92516 2.13847  -0.31
F1 0.71207 -7.04478 2.88994  0.08
O8 1.87818 -5.46542 1.76875  0.14
H13 0.17627 -7.20211 0.44297  0.15
H14 -1.12258 -6.03421 0.78422  0.13
H15 0.09278 -5.14922 2.70779  0.13
O9 -0.94738 9.62423 -3.79724  0.18
C11 -0.53958 8.51879 -3.93227  -0.56
O10 -0.70781 7.51099 -3.05212  0.06
C12 -0.17300 6.30321 -3.62080  -0.04
C13 0.78957 6.85720 -4.64664  -0.29
F2 0.87579 6.07159 -5.75496  0.06
O11 0.19530 8.09248 -4.99824  0.12
H16 -0.97357 5.73915 -4.10161  0.15
H17 0.29211 5.69168 -2.85616  0.11
H18 1.79295 7.04803 -4.26906  0.16
O12 -3.84086 -5.65881 -0.94477  0.19
C14 -4.45044 -5.59592 0.06727  -0.55
O13 -5.79494 -5.65249 0.17918  0.08
C15 -6.14134 -5.67490 1.56620  -0.04
C16 -4.91524 -5.05431 2.20098  -0.32
F3 -4.64461 -5.56116 3.42503  0.08
O14 -3.88655 -5.43219 1.30247  0.11
H19 -6.26665 -6.70573 1.90000  0.15
H20 -7.05605 -5.11519 1.73596  0.14
H21 -4.94210 -3.96475 2.27314  0.16
O15 -4.07318 6.10493 2.21753  0.18
C17 -3.76365 6.25276 1.08408  -0.55
O16 -2.77451 5.57412 0.45523  0.05
C18 -2.80189 5.90788 -0.93511  -0.05
C19 -3.51116 7.24535 -0.92071  -0.31
F4 -4.28016 7.43475 -2.01782  0.08
O17 -4.34183 7.13416 0.22200  0.13
H22 -3.38675 5.16262 -1.47653  0.15
H23 -1.79297 5.95124 -1.33423  0.12
H24 -2.85283 8.10711 -0.80153  0.17
O18 0.24401 -3.15049 3.39810  0.17
C20 -0.81266 -2.97492 3.90790  -0.58
O19 -1.87270 -3.75611 3.66337  0.05
C21 -2.90981 -3.41052 4.57748  -0.04
C22 -2.53663 -1.98526 4.93649  -0.29
F5 -2.85426 -1.67256 6.20972  0.09
O20 -1.11862 -2.00148 4.79330  0.15
H25 -2.86004 -4.06296 5.44702  0.14
H26 -3.87735 -3.50901 4.09403  0.11
H27 -2.94304 -1.21861 4.27490  0.17
O21 -0.82076 1.61749 -9.61125  0.19
C23 -0.08779 2.46244 -9.22661  -0.55
O22 0.45791 2.51880 -7.98734  0.07
C24 1.40223 3.59105 -7.95532  -0.05
C25 0.91392 4.47133 -9.08567  -0.32
F6 1.92556 5.10944 -9.72168  0.08
O23 0.32188 3.53575 -9.96372  0.13
H28 2.40097 3.20644 -8.16838  0.15
H29 1.39397 4.08212 -6.98790  0.12
H30 0.16554 5.21015 -8.79378  0.17
O24 -2.40326 -6.83787 6.94470  0.18
C26 -1.30508 -6.39212 6.96764  -0.56
O25 -0.94165 -5.24790 6.33134  0.04
C27 0.41617 -4.93248 6.72786  -0.02
C28 0.94145 -6.28794 7.18611  -0.30
F7 1.79807 -6.18051 8.22368  0.09
O26 -0.25690 -6.91392 7.63317  0.14
H31 0.38330 -4.23644 7.56722  0.15
H32 0.97547 -4.49599 5.90509  0.14
H33 1.40123 -6.90039 6.41083  0.15
O27 3.57280 -7.54257 5.62142  0.17
C29 4.52100 -7.43483 4.91238  -0.54
O28 5.42304 -6.43081 4.97819  0.08
C30 6.51429 -6.74263 4.10606  -0.05
C31 5.88126 -7.72351 3.14264  -0.31
F8 6.74984 -8.67703 2.72659  0.08
O29 4.87475 -8.32018 3.94344  0.14
H34 7.30611 -7.22790 4.67900  0.15
H35 6.89339 -5.84227 3.63224  0.14
H36 5.42225 -7.26660 2.27621  0.17
O30 3.58024 8.74151 -1.40692  0.19
C32 3.35654 9.46534 -2.31571  -0.54
O31 2.78276 9.08133 -3.48619  0.04
C33 2.52766 10.25273 -4.27582  -0.04
C34 3.52502 11.23470 -3.69606  -0.31
F9 3.06835 12.50608 -3.70906  0.09
O32 3.64493 10.79209 -2.35611  0.14
H37 1.50356 10.59089 -4.10902  0.13
H38 2.67805 10.03878 -5.32967  0.14
H39 4.51072 11.21337 -4.16433  0.17

Computed properties:
gap between HOMO and LUMO = 9.0 eV
total charge = 0
SMILES = COB(O)[C@@]1(CCCI)OC(=O)O[C@H]1S.O=C1OC[C@@H](F)O1.O=C1OC[C@@H](F)O1.O=C1OC[C@@H](F)O1.O=C1OC[C@@H](F)O1.O=C1OC[C@@H](F)O1.O=C1OC[C@@H](F)O1.O=C1OC[C@@H](F)O1.O=C1OC[C@@H](F)O1.O=C1OC[C@@H](F)O1
highest occupied orbital energy = -0.3342 hartree

***

Entry 2:
# C34H39BF9N7O7S3

A cluster of 7 separate species, C34H39BF9N7O7S3 in total in a non-equilibrium geometry (ωB97M-V with the def2-TZVPD basis set, the OMol25 dataset).

Each line ends with the Löwdin charge.
CARTESIAN COORDINATES (ANGSTROEM)
C1 1.71662 -1.79876 -0.29888  -0.06
O1 0.60055 -2.48618 0.27054  0.03
B1 0.34206 -2.15075 1.58171  -0.60
O2 0.43418 -3.13487 2.51931  0.22
C2 0.01044 -0.63121 1.90309  -0.13
C3 -0.73982 -0.39050 3.18399  -0.13
O3 -0.80276 1.02178 3.53441  -0.17
S1 -1.49465 1.98754 2.49833  0.61
O4 -1.04693 3.29459 2.80973  -0.22
O5 -2.89534 1.78387 2.38954  -0.23
C4 -0.64852 1.51124 0.96365  -0.30
S2 -1.30246 2.45436 -0.42136  0.77
O6 -2.23566 1.65942 -1.14945  -0.23
O7 -1.77843 3.72653 0.00588  -0.25
C5 0.13681 2.71600 -1.59820  -0.47
F1 0.00987 3.88951 -2.18931  0.18
F2 0.01477 1.75463 -2.52776  0.13
C6 1.56416 2.53887 -1.02270  -0.34
F3 1.66071 1.27696 -0.53859  0.10
F4 2.39361 2.61721 -2.07204  0.18
C7 2.05398 3.57365 0.03862  -0.35
F5 2.85103 4.45444 -0.57683  0.18
F6 1.03423 4.24361 0.58528  0.18
C8 2.88418 2.90916 1.17393  -0.54
F7 3.53771 3.87016 1.82450  0.20
F8 3.75524 2.03758 0.68569  0.20
F9 2.07724 2.29864 2.04593  0.17
C9 -0.74141 0.00118 0.72445  -0.30
N1 -2.12168 -0.51008 0.74941  0.09
C10 -2.51281 -1.16359 -0.19491  -0.77
S3 -3.06600 -1.89487 -1.43849  0.84
H1 2.65018 -2.06781 0.18252  0.07
H2 1.82567 -2.05452 -1.34330  0.12
H3 1.59638 -0.72037 -0.25728  0.06
H4 -0.32221 -3.12331 3.11669  0.12
H5 0.96680 -0.11187 1.98084  0.16
H6 -1.74391 -0.79793 3.18394  0.13
H7 -0.19789 -0.86041 3.99163  0.14
H8 0.39125 1.70816 1.17145  0.08
H9 -0.28777 -0.24744 -0.22612  0.13
C11 -2.24153 -0.96581 -7.14454  -0.11
C12 -3.24318 -1.10841 -6.14477  -0.11
C13 -3.03050 -0.12870 -5.21269  -0.15
N2 -1.94060 0.59640 -5.60845  0.00
C14 -1.45517 0.09568 -6.78574  -0.14
H10 -2.11514 -1.57234 -8.02504  0.09
H11 -4.02805 -1.84491 -6.11533  0.09
H12 -3.55659 0.11540 -4.30555  0.10
H13 -1.55686 1.37701 -5.10939  0.14
H14 -0.59735 0.53494 -7.26440  0.10
C15 -5.52120 2.42285 5.80438  -0.11
C16 -6.23128 1.52734 6.65182  -0.11
C17 -6.08405 0.27078 6.13095  -0.15
N3 -5.31497 0.37404 5.00258  0.00
C18 -4.96407 1.68025 4.79750  -0.14
H15 -5.42936 3.48961 5.92359  0.09
H16 -6.78592 1.77850 7.53983  0.09
H17 -6.45939 -0.68155 6.46291  0.10
H18 -5.05168 -0.39065 4.41095  0.14
H19 -4.35587 1.96215 3.95769  0.07
C19 5.39098 -5.25372 -0.30977  -0.08
C20 6.71340 -4.93085 -0.72278  -0.10
C21 7.00291 -3.68319 -0.24087  -0.15
N4 5.90395 -3.23529 0.44512  -0.01
C22 4.91904 -4.19094 0.40844  -0.17
H20 4.85079 -6.16137 -0.51762  0.10
H21 7.37610 -5.54747 -1.30530  0.10
H22 7.89035 -3.07976 -0.32338  0.12
H23 5.83536 -2.34807 0.90849  0.15
H24 3.97256 -4.03343 0.89736  0.11
C23 5.16662 0.06786 -1.71405  -0.09
C24 6.05897 -0.76935 -2.43707  -0.09
C25 5.70911 -2.06593 -2.17280  -0.13
N5 4.64345 -2.04767 -1.31640  0.00
C26 4.30595 -0.74923 -1.03219  -0.16
H25 5.15876 1.14477 -1.69925  0.09
H26 6.86312 -0.45416 -3.07947  0.09
H27 6.12377 -2.99585 -2.52070  0.11
H28 4.18177 -2.86512 -0.95683  0.09
H29 3.48496 -0.52018 -0.37435  0.06
C27 -4.39430 7.80033 2.12524  -0.12
C28 -3.34897 7.20660 1.36285  -0.11
C29 -3.30250 5.87788 1.69357  -0.13
N6 -4.27687 5.65042 2.62519  0.01
C30 -4.94868 6.81205 2.89328  -0.15
H30 -4.70302 8.83207 2.10958  0.09
H31 -2.70618 7.69945 0.65292  0.09
H32 -2.66877 5.07627 1.35207  0.07
H33 -4.46926 4.76111 3.04804  0.14
H34 -5.75842 6.83532 3.60186  0.10
C31 -0.09618 -5.72570 -3.74180  -0.11
C32 -0.17239 -6.73372 -2.74329  -0.11
C33 -0.22730 -6.10046 -1.52917  -0.14
N7 -0.18357 -4.75359 -1.75445  0.01
C34 -0.10752 -4.51585 -3.09896  -0.15
H35 -0.04128 -5.87180 -4.80718  0.09
H36 -0.18690 -7.79916 -2.89897  0.09
H37 -0.29361 -6.49284 -0.52902  0.10
H38 -0.20368 -4.04586 -1.03992  0.11
H39 -0.06918 -3.51074 -3.48457  0.10

Computed properties:
gap between HOMO and LUMO = 7.3 eV
total charge = 0
SMILES = COB(O)[C@@H]1COS(=O)(=O)[C@H](S(=O)(=O)C(F)(F)C(F)(F)C(F)(F)C(F)(F)F)[C@@H]1N=C=S.c1cc[nH]c1.c1cc[nH]c1.c1cc[nH]c1.c1cc[nH]c1.c1cc[nH]c1.c1cc[nH]c1
highest occupied orbital energy = -0.2844 hartree

***

What is the total charge in the second record? 0